1 | Density functional theory data (ωB97M-V/def2-TZVPD) for one molecule with the formula C19H22O5S.

```
! wB97M-V def2-TZVPD RIJCOSX def2/J DEFGRID3
* xyz 0 1
C 0.414 -0.693 -3.408
C -0.248 -0.681 -2.094
C -1.284 0.197 -1.979
C -1.789 0.514 -0.771
O -2.817 1.439 -0.644
C -3.142 2.144 0.591
C -2.121 3.286 1.002
C -2.421 4.019 2.347
S -1.976 3.124 3.908
C -1.943 4.471 5.164
O -2.840 1.998 4.399
O -0.553 2.702 3.954
C -1.354 -0.248 0.300
C -0.325 -1.157 0.228
C -0.045 -1.992 1.365
C 0.343 -1.334 -1.001
C 1.442 -2.330 -1.250
C 1.123 -3.636 -1.182
C 2.058 -4.567 -1.541
C 3.223 -4.122 -2.149
C 3.707 -2.742 -2.119
C 4.912 -2.343 -2.810
O 5.075 -1.127 -2.864
O 5.716 -3.240 -3.439
C 2.703 -1.917 -1.742
H 1.414 -0.298 -3.299
H 0.508 -1.670 -3.773
H -0.124 -0.032 -4.214
H -1.542 0.785 -2.847
H -4.179 2.562 0.573
H -3.212 1.488 1.410
H -1.124 2.853 0.964
H -2.029 4.052 0.186
H -1.985 5.035 2.328
H -3.486 4.053 2.479
H -2.835 4.399 5.748
H -1.044 4.323 5.682
H -1.915 5.434 4.669
H -1.888 -0.218 1.229
H -0.680 -2.857 1.372
H 1.063 -2.332 1.468
H -0.195 -1.353 2.227
H 0.204 -3.991 -0.911
H 1.794 -5.602 -1.558
H 4.037 -4.863 -2.443
H 6.381 -2.695 -3.774
H 2.978 -0.833 -1.780
*
```

* orbital gap: 8.61 eV


2 | Density functional theory data (ωB97M-V/def2-TZVPD) for a 2-piece molecular cluster, C19H22O5S overall.

```
! wB97M-V def2-TZVPD RIJCOSX def2/J DEFGRID3
* xyz 0 1
C -4.506 -1.217 -0.136
O -3.877 -0.498 0.954
C -3.358 0.687 0.788
C -2.088 0.989 1.359
C -1.482 2.241 1.127
C -0.224 2.522 1.630
C 0.493 1.578 2.377
C 1.845 1.938 2.927
C -0.084 0.306 2.575
C -1.360 0.021 2.110
H -4.572 -2.254 0.207
H -5.512 -0.809 -0.291
H -3.908 -1.144 -1.063
H -3.782 1.337 0.014
H -2.034 2.966 0.542
H 0.252 3.485 1.431
H 2.236 1.156 3.587
H 2.594 2.109 2.141
H 1.755 2.883 3.480
H 0.490 -0.469 3.088
H -1.836 -0.941 2.285
C -3.663 4.792 4.961
C -4.784 3.943 4.404
O -4.362 3.405 3.125
C -5.270 2.542 2.582
C -5.132 2.522 1.117
S -6.595 2.228 0.266
C -6.375 3.205 -1.249
C -7.080 4.403 -1.367
C -7.002 5.143 -2.544
C -6.182 4.709 -3.590
C -5.392 3.565 -3.426
C -5.482 2.812 -2.249
O -6.640 0.832 -0.137
O -7.763 2.833 0.851
O -6.071 1.889 3.246
H -3.959 5.207 5.926
H -2.750 4.202 5.109
H -3.447 5.644 4.300
H -5.028 3.111 5.074
H -5.676 4.564 4.231
H -4.463 3.266 0.656
H -7.682 4.760 -0.537
H -7.587 6.056 -2.634
H -6.159 5.268 -4.525
H -4.712 3.249 -4.215
H -4.862 1.932 -2.104
*
```

* orbital gap: 6.37 eV


Here is how they stack up, most stable first: 1, 2.